# 1
13
Properties=species:S:1:pos:R:3 method="wB97M-V/def2-TZVPD" molar_mass_g_mol=85.106 e_above_lowest_kj_mol=365.6 homo_energy_ev=-8.36 energy_ha=-286.49241 charge=0
C 0.599 -1.286 1.433
C 0.212 -1.366 -0.015
C -1.241 1.148 -1.419
N -0.318 1.618 -0.681
C 0.561 1.912 0.123
O 0.968 -1.197 -0.943
H 0.501 -2.278 1.892
H 1.625 -0.926 1.531
H -0.083 -0.608 1.956
H -0.861 -1.587 -0.203
H -1.015 0.301 -2.060
H -2.222 1.609 -1.409
H 1.270 2.676 -0.215


# 2
97
Properties=species:S:1:pos:R:3 method="wB97M-V/def2-TZVPD" molar_mass_g_mol=783.680 homo_energy_ev=-9.60 energy_ha=-3618.60126 charge=0
C -5.601 1.621 0.250
C -4.088 1.801 0.107
C -3.639 1.726 -1.350
O -2.290 1.310 -1.512
C -1.328 2.174 -0.960
C -0.605 1.466 0.162
C -0.173 0.142 -0.192
C 0.398 -0.693 0.687
P 0.907 -2.327 0.181
O 0.599 -2.615 -1.214
O 0.266 -3.332 1.229
O 2.474 -2.379 0.504
C 0.584 -0.219 2.010
N 1.161 -0.891 3.009
S 1.134 0.078 4.286
N 0.441 1.363 3.662
C 0.185 1.099 2.379
C -0.419 1.969 1.414
P -0.989 3.614 1.938
N -2.486 3.670 2.266
O -0.556 4.531 0.700
O -0.028 4.104 3.108
H -6.110 2.582 0.197
H -6.014 0.969 -0.515
H -5.838 1.209 1.228
H -3.544 1.040 0.664
H -3.822 2.772 0.524
H -3.781 2.686 -1.857
H -4.226 0.985 -1.887
H -0.603 2.393 -1.752
H -1.773 3.112 -0.638
H -0.357 -0.202 -1.198
H 0.924 -3.666 1.851
H 2.722 -1.823 1.254
H -2.704 4.003 3.195
H 0.080 4.136 0.093
H 0.904 3.893 2.997
C -2.100 -4.340 -2.307
C -2.066 -5.644 -3.070
O -3.181 -5.768 -3.976
C -3.055 -5.103 -5.118
O -2.113 -4.437 -5.462
O -4.189 -5.247 -5.811
C -4.220 -4.530 -7.047
H -3.052 -4.232 -1.785
H -1.290 -4.310 -1.580
H -1.980 -3.487 -2.973
H -2.166 -6.493 -2.397
H -1.138 -5.765 -3.626
H -3.357 -4.779 -7.660
H -4.239 -3.457 -6.864
H -5.135 -4.838 -7.543
C 3.919 -8.427 -0.936
C 3.137 -8.759 -2.188
O 2.055 -7.842 -2.403
C 2.404 -6.665 -2.932
O 3.521 -6.337 -3.238
O 1.316 -5.909 -3.006
C 1.533 -4.577 -3.501
H 3.252 -8.381 -0.074
H 4.673 -9.193 -0.752
H 4.421 -7.466 -1.036
H 2.656 -9.731 -2.098
H 3.780 -8.772 -3.067
H 2.036 -4.605 -4.465
H 2.106 -3.996 -2.786
H 0.546 -4.139 -3.606
C -1.301 7.849 0.518
C -2.057 7.096 -0.555
O -3.199 7.844 -1.012
C -2.932 8.825 -1.869
O -1.847 9.122 -2.298
O -4.070 9.470 -2.130
C -3.927 10.598 -2.996
H -1.973 8.113 1.335
H -0.500 7.227 0.914
H -0.866 8.765 0.118
H -2.470 6.173 -0.156
H -1.418 6.855 -1.404
H -3.422 10.316 -3.917
H -3.366 11.389 -2.500
H -4.936 10.935 -3.209
C 7.476 -0.864 7.708
C 6.604 -1.377 6.585
O 5.358 -0.660 6.505
C 5.422 0.529 5.914
O 6.396 1.030 5.417
O 4.207 1.081 5.960
C 4.134 2.395 5.401
H 6.934 -0.893 8.654
H 8.366 -1.487 7.799
H 7.792 0.161 7.521
H 6.309 -2.409 6.760
H 7.112 -1.320 5.623
H 4.538 2.409 4.391
H 4.679 3.103 6.022
H 3.078 2.652 5.390


# 3
14
Properties=species:S:1:pos:R:3 method="wB97M-V/def2-TZVPD" molar_mass_g_mol=129.099 e_above_lowest_kj_mol=426.9 homo_energy_ev=-14.71 smiles="O=NOCn1cn[nH+]c1" energy_ha=-486.39443 charge=+1
O 0.440 -2.436 0.974
N -0.506 -2.262 0.278
O -0.130 -1.978 -1.007
C -0.609 -0.644 -1.374
N -0.041 0.278 -0.319
C 1.352 0.658 -0.212
N 1.546 1.509 0.913
N 0.292 1.608 1.434
C -0.745 0.921 0.754
H -0.240 -0.397 -2.417
H -1.749 -0.577 -1.338
H 2.178 0.330 -0.915
H 0.074 2.144 2.285
H -1.860 0.843 0.943


# 4
42
Properties=species:S:1:pos:R:3 method="wB97M-V/def2-TZVPD" molar_mass_g_mol=252.210 e_above_lowest_kj_mol=197.5 homo_energy_ev=-9.34 energy_ha=-1070.12574 charge=0
O 2.521 -0.287 1.630
H 2.399 0.335 0.935
H 3.185 -0.870 1.234
O 1.412 -2.247 -0.778
H 1.082 -1.357 -0.697
H 0.683 -2.576 -0.209
O -0.048 -0.033 -0.324
H -0.240 0.451 -1.106
H -0.322 0.611 0.328
O -1.035 1.657 1.653
H -1.526 2.329 1.185
H -1.199 1.917 2.596
O -2.054 -1.118 2.302
H -2.738 -0.705 2.822
H -1.201 -0.863 2.663
O 1.579 2.414 2.675
H 1.429 3.091 3.291
H 1.017 2.635 1.938
O 2.283 1.748 -0.351
H 1.977 1.154 -1.043
H 1.466 1.996 0.112
O -0.436 -2.962 0.953
H -0.921 -3.566 0.404
H -1.152 -2.385 1.031
O 0.167 -0.357 3.500
H 0.677 0.014 2.834
H 0.789 -0.388 4.250
O 1.910 0.439 -2.948
H 2.774 0.042 -2.811
H 2.068 1.355 -3.196
O -3.477 0.586 0.507
H -2.859 0.306 1.154
H -4.260 -0.003 0.629
O -0.272 -0.610 -4.302
H 0.408 -0.158 -3.805
H 0.212 -1.375 -4.547
O -1.142 -2.411 -2.488
H -0.573 -3.184 -2.486
H -0.597 -1.725 -2.914
O -0.991 1.933 -2.057
H -1.791 1.368 -2.112
H -1.211 2.795 -2.443


# 5
52
Properties=species:S:1:pos:R:3 method="wB97M-V/def2-TZVPD" molar_mass_g_mol=485.301 e_above_lowest_kj_mol=0.0 homo_energy_ev="-9.99 / -9.99" energy_ha=-1564.34318 charge=+1
C -1.419 3.356 -1.800
C -1.178 2.038 -1.425
C 0.156 1.538 -1.507
C 1.213 2.352 -2.023
C 0.909 3.696 -2.374
C -0.377 4.195 -2.224
C 2.488 1.782 -2.106
C 2.702 0.412 -1.911
C 1.607 -0.364 -1.417
C 1.731 -1.779 -1.266
C 2.976 -2.368 -1.467
C 4.090 -1.595 -1.845
C 3.948 -0.244 -2.108
H -2.432 3.755 -1.698
H 1.712 4.315 -2.777
H -0.603 5.239 -2.454
H 3.325 2.398 -2.443
H 3.089 -3.438 -1.279
H 5.059 -2.093 -1.955
H 4.785 0.354 -2.474
N 0.487 0.313 -0.950
La 0.732 0.391 1.396
C -2.292 1.177 -0.876
H -2.279 0.176 -1.323
H -3.271 1.647 -1.032
C 0.549 -2.624 -0.841
H -0.349 -2.360 -1.413
H 0.776 -3.695 -0.928
P -2.157 0.925 0.956
P 0.099 -2.363 0.934
C 1.484 -3.267 1.730
H 1.386 -3.225 2.826
H 1.482 -4.315 1.395
H 2.445 -2.803 1.459
C -1.327 -3.473 1.136
H -1.117 -4.465 0.711
H -1.584 -3.583 2.200
H -2.193 -3.031 0.622
C -2.487 2.652 1.485
H -3.452 2.991 1.081
H -2.498 2.704 2.584
H -1.689 3.316 1.128
C -3.728 0.086 1.344
H -3.892 0.068 2.434
H -4.579 0.597 0.867
H -3.692 -0.957 0.989
H 2.355 1.613 0.934
H 0.266 1.779 2.606
N -0.668 -0.849 3.558
H -0.294 -1.757 3.845
H -1.657 -0.990 3.328
H -0.636 -0.228 4.368


# 6
70
Properties=species:S:1:pos:R:3 method="wB97M-V/def2-TZVPD" molar_mass_g_mol=883.882 e_above_lowest_kj_mol=113.1 homo_energy_ev="-2.22 / -2.21" energy_ha=-6074.47206 charge=-2 multiplicity=2
Co 0.015 0.627 -0.800
C -4.013 -0.109 -1.443
C -2.554 0.178 -1.598
N -1.820 0.508 -0.578
N -2.301 0.483 0.667
C -1.327 0.356 1.554
O -0.115 0.175 1.203
C -1.698 0.396 2.978
C -0.706 0.415 3.954
C -1.048 0.516 5.292
C -2.380 0.591 5.671
C -3.374 0.538 4.703
C -3.038 0.441 3.365
C -1.842 0.150 -2.841
C -2.448 0.141 -4.103
C -1.679 0.248 -5.235
C -0.295 0.355 -5.094
C 0.239 0.316 -3.824
N -0.488 0.186 -2.721
H -4.192 -0.378 -0.405
H -4.326 -0.927 -2.095
H -4.590 0.789 -1.679
H 0.327 0.371 3.639
H -0.272 0.537 6.047
H -2.643 0.700 6.716
H -4.415 0.570 5.001
H -3.798 0.411 2.598
H -3.526 0.100 -4.167
H -2.133 0.281 -6.217
H 0.346 0.462 -5.957
H 1.308 0.397 -3.680
Cl 2.039 4.639 1.962
C 2.828 3.337 1.130
C 4.209 3.240 1.199
C 4.866 2.214 0.556
Cl 6.600 2.078 0.731
C 4.168 1.262 -0.210
C 4.768 0.196 -0.914
C 3.971 -0.689 -1.591
C 2.589 -0.498 -1.616
N 1.995 0.508 -1.000
C 2.753 1.372 -0.279
C 2.015 2.404 0.436
O 0.769 2.433 0.407
H 4.765 3.976 1.764
H 5.842 0.076 -0.885
H 4.399 -1.536 -2.109
H 1.942 -1.201 -2.123
Cl -2.492 5.428 -0.640
C -1.131 4.819 -1.605
C -1.373 3.328 -2.024
O -2.493 3.024 -2.447
O -0.331 2.632 -1.913
H -0.230 4.890 -1.004
H -1.064 5.446 -2.494
F 1.904 -3.116 2.505
C 1.750 -2.190 1.542
F 2.702 -2.430 0.618
F 2.066 -1.032 2.105
S 0.105 -2.592 0.646
O 0.064 -1.816 -0.576
O -1.021 -2.601 1.519
N 0.534 -4.064 0.206
S 0.567 -5.284 1.199
O -0.082 -5.159 2.468
O 1.821 -5.986 1.164
C -0.542 -6.482 0.262
F -0.090 -6.723 -0.980
F -0.590 -7.673 0.891
F -1.808 -6.056 0.150